DFT (ωB97M-V/def2-TZVPD) results for a 5-piece molecular cluster, C23H24ClF32N4O4 overall.

Output
Strongest force on any atom, eV/Å: 1.23
LUMO, eV: -3.20
Gap between HOMO and LUMO, eV: 10.44
Net charge: +1

Cartesian coordinates (Å):
N -2.815 -0.163 -2.317
N -2.600 -0.312 -0.937
C -1.432 -0.430 -0.374
N -1.199 -0.440 0.950
C 0.079 -1.195 1.151
C 0.447 -1.583 -0.292
Cl 2.163 -1.522 -0.624
N -0.275 -0.596 -1.153
H -3.152 -1.049 -2.683
H -1.913 0.036 -2.742
H -3.432 -0.192 -0.376
H -1.972 -0.766 1.515
H 0.839 -0.560 1.606
H -0.111 -2.060 1.783
H 0.078 -2.583 -0.529
H 0.277 0.263 -1.047
C 1.701 3.258 0.880
C 1.373 3.206 -0.611
C 2.365 3.791 -1.623
F 2.487 5.113 -1.417
F 1.874 3.580 -2.860
F 0.135 3.662 -0.846
F 1.356 1.837 -0.893
O 1.075 4.276 1.626
C 1.652 5.506 1.798
C 0.772 6.636 1.234
F 0.532 6.415 -0.072
F 1.436 7.797 1.367
F 2.892 5.553 1.305
F 1.729 5.719 3.137
H 1.274 2.338 1.273
H 2.777 3.219 1.056
H 3.340 3.307 -1.534
H -0.171 6.681 1.781
C 0.530 -6.439 2.164
C -0.876 -6.724 1.628
C -1.089 -8.007 0.811
F -0.321 -7.994 -0.295
F -2.382 -8.064 0.435
F -1.341 -5.652 0.944
F -1.664 -6.886 2.732
O 1.306 -5.521 1.414
C 2.152 -5.896 0.412
C 1.782 -5.219 -0.919
F 0.519 -5.530 -1.285
F 2.624 -5.628 -1.881
F 2.256 -7.223 0.286
F 3.379 -5.412 0.725
H 0.359 -5.932 3.112
H 1.063 -7.367 2.368
H -0.847 -8.886 1.412
H 1.841 -4.138 -0.793
C 0.982 3.521 6.815
C 1.548 2.662 5.681
C 0.737 2.572 4.385
F -0.457 1.979 4.586
F 1.428 1.794 3.502
F 1.851 1.425 6.111
F 2.710 3.275 5.296
O 0.282 2.832 7.829
C -1.057 2.600 7.767
C -1.382 1.096 7.835
F -0.763 0.437 6.833
F -2.713 0.937 7.688
F -1.628 3.170 6.690
F -1.625 3.150 8.862
H 1.863 3.924 7.312
H 0.410 4.356 6.409
H 0.589 3.557 3.941
H -1.064 0.690 8.796
C -2.111 -0.946 -6.759
C -2.208 -0.729 -8.274
C -0.904 -0.794 -9.081
F -0.050 0.165 -8.663
F -1.188 -0.583 -10.378
F -2.869 0.408 -8.542
F -2.952 -1.779 -8.736
O -2.110 0.225 -5.954
C -0.980 0.889 -5.619
C -0.966 2.351 -6.109
F -1.079 2.393 -7.444
F 0.212 2.900 -5.749
F 0.133 0.233 -5.958
F -0.969 0.990 -4.241
H -3.043 -1.445 -6.498
H -1.282 -1.611 -6.519
H -0.432 -1.773 -8.969
H -1.786 2.903 -5.648

Cartesian forces, eV/Å:
N 0.1792 0.0542 0.0544
N 0.0887 -0.0035 0.1692
C -0.2845 0.5022 -0.5813
N -0.0486 -1.2161 -0.1745
C 0.0089 0.3141 0.1082
C -0.0159 -0.0844 -0.0299
Cl 0.1232 -0.0117 0.0445
N 0.0588 -0.3222 0.8838
H -0.0106 -0.0169 0.0105
H -0.1398 0.0557 -0.1682
H 0.0022 0.1073 0.0815
H -0.0477 0.3407 0.3424
H -0.1011 0.0129 0.0060
H 0.1293 0.0208 -0.0287
H 0.0627 0.0838 -0.0505
H -0.1530 0.1547 -0.6057
C 0.2062 -0.2649 0.2832
C -0.1304 -0.1335 -0.0226
C -0.0478 -0.0863 0.0994
F 0.0326 0.0397 -0.0316
F 0.0032 0.0272 -0.0499
F -0.0388 0.0089 -0.0048
F 0.0981 0.0785 -0.1283
O -0.3376 0.1394 -0.3386
C -0.0163 0.1298 0.2446
C 0.0426 -0.1201 0.0783
F -0.0236 0.0089 -0.0480
F 0.0024 0.0606 -0.0027
F 0.1038 0.0165 -0.0720
F 0.0896 -0.0201 0.0059
H 0.0554 0.0413 0.0687
H -0.0055 0.0774 -0.1189
H 0.0329 0.0258 -0.0039
H -0.0317 0.0197 -0.0202
C 0.2216 -0.0218 0.2685
C -0.1120 -0.0894 -0.0100
C 0.0319 0.0826 0.0786
F 0.0459 0.0464 -0.0808
F -0.0185 -0.0032 -0.0338
F -0.0111 0.0302 -0.0191
F -0.0056 0.0491 -0.0047
O -0.4782 0.1959 -0.2294
C 0.2700 0.0437 -0.0022
C -0.1157 0.0294 0.1738
F -0.0979 -0.1222 -0.0140
F 0.0227 0.0078 -0.0267
F -0.0639 -0.0763 0.0005
F 0.0905 -0.0962 0.0180
H 0.0669 -0.0494 0.0221
H 0.0040 -0.0112 -0.1052
H -0.0070 -0.0152 0.0033
H 0.1930 0.0096 -0.0586
C 0.0617 0.3293 0.1267
C 0.0347 -0.0312 -0.1160
C -0.0325 0.0146 0.0824
F -0.0367 -0.0591 -0.0221
F -0.0073 -0.0190 -0.0197
F 0.0098 -0.0380 0.0399
F 0.0047 -0.0135 0.0136
O 0.1960 -0.4411 -0.1569
C -0.1593 0.0710 0.1897
C 0.0595 0.1242 0.0487
F 0.0129 -0.0108 -0.0380
F -0.0382 -0.0285 -0.0010
F -0.0229 0.0109 -0.0966
F -0.0566 0.0893 -0.0181
H -0.0507 0.0310 0.0241
H -0.0292 -0.0498 -0.0247
H 0.0174 -0.0051 0.0085
H 0.0126 -0.0342 -0.0067
C -0.0293 -0.2131 0.1665
C 0.0357 -0.0547 -0.1047
C -0.0944 -0.0264 0.0831
F 0.0416 0.0499 0.0027
F 0.0179 0.0289 -0.0355
F -0.0336 0.0496 -0.0137
F -0.0201 0.0217 0.0064
O -0.1736 0.1951 -0.2838
C 0.0680 0.1120 0.1990
C -0.0461 -0.1260 0.0592
F 0.0194 -0.0170 -0.0679
F 0.0385 0.0427 0.0093
F 0.0737 -0.0315 -0.0455
F 0.1289 -0.0782 0.0187
H 0.0384 -0.0206 0.0411
H 0.0457 0.0685 -0.0221
H 0.0149 -0.0103 -0.0104
H -0.0254 0.0195 -0.0168